12 unconnected molecules or ions with the total composition C58H152N12O17 in a non-equilibrium geometry, computed with ωB97M-V/def2-TZVPD.

Atoms and positions in Å:
1 C -2.623 -1.941 -8.179
2 C -1.626 -1.068 -7.373
3 C -1.804 -1.013 -5.814
4 O -3.107 -0.478 -5.580
5 C -3.374 -0.102 -4.254
6 N -0.311 -1.598 -7.670
7 H -2.486 -1.750 -9.244
8 H -3.643 -1.589 -8.021
9 H -2.557 -3.007 -7.964
10 H -1.650 -0.079 -7.836
11 H -0.966 -0.431 -5.421
12 H -1.662 -1.987 -5.342
13 H -3.343 -0.892 -3.501
14 H -4.321 0.435 -4.215
15 H -2.655 0.632 -3.879
16 H 0.369 -0.867 -7.486
17 H -0.232 -1.775 -8.663
18 C 6.053 -1.513 2.246
19 C 4.978 -2.220 3.068
20 C 3.575 -2.120 2.449
21 O 3.188 -0.732 2.411
22 C 1.938 -0.576 1.793
23 N 5.378 -3.622 3.224
24 H 5.996 -0.432 2.378
25 H 5.955 -1.751 1.187
26 H 7.046 -1.781 2.608
27 H 4.972 -1.753 4.053
28 H 2.942 -2.719 3.108
29 H 3.432 -2.498 1.434
30 H 1.243 -1.144 2.416
31 H 1.903 -0.932 0.763
32 H 1.562 0.447 1.823
33 H 6.092 -3.736 3.928
34 H 5.684 -4.002 2.339
35 C 0.695 3.662 -3.015
36 C 1.847 4.106 -3.914
37 C 3.130 4.413 -3.135
38 O 4.121 4.777 -4.067
39 C 5.313 5.283 -3.446
40 N 2.024 3.021 -4.845
41 H -0.183 3.326 -3.568
42 H 0.443 4.465 -2.321
43 H 0.924 2.792 -2.396
44 H 1.584 4.912 -4.601
45 H 3.527 3.515 -2.654
46 H 2.918 5.217 -2.428
47 H 5.872 5.899 -4.151
48 H 5.907 4.392 -3.239
49 H 5.051 5.917 -2.599
50 H 2.438 2.213 -4.388
51 H 2.645 3.367 -5.562
52 C -0.095 -2.939 -2.334
53 C 0.118 -2.094 -1.098
54 C -0.577 -0.734 -1.257
55 O -0.405 0.087 -0.156
56 C -1.104 1.332 -0.182
57 N -0.292 -2.801 0.119
58 H 0.333 -3.917 -2.110
59 H 0.379 -2.581 -3.249
60 H -1.143 -3.049 -2.616
61 H 1.190 -1.881 -1.087
62 H -1.630 -0.950 -1.468
63 H -0.273 -0.278 -2.204
64 H -0.781 1.922 -1.043
65 H -1.147 1.952 0.712
66 H -2.132 1.049 -0.421
67 H -0.446 -2.120 0.850
68 H -1.145 -3.341 0.061
69 C -3.812 4.930 3.541
70 C -2.385 5.115 3.079
71 C -1.458 5.289 4.317
72 O -1.663 6.570 4.979
73 C -0.953 6.687 6.204
74 N -2.058 3.987 2.192
75 H -4.549 4.936 2.738
76 H -4.026 5.656 4.326
77 H -3.992 3.972 4.032
78 H -2.463 6.009 2.458
79 H -0.436 5.198 3.940
80 H -1.503 4.535 5.104
81 H -1.446 6.039 6.931
82 H -1.005 7.708 6.579
83 H 0.078 6.356 6.070
84 H -2.035 3.168 2.798
85 H -1.163 4.175 1.757
86 C -1.391 -0.186 3.563
87 C -1.037 0.985 4.536
88 C 0.305 1.622 4.196
89 O 0.775 2.535 5.176
90 C 2.127 2.862 5.044
91 N -2.112 1.984 4.419
92 H -1.252 0.098 2.520
93 H -2.426 -0.487 3.725
94 H -0.766 -1.022 3.878
95 H -1.088 0.635 5.569
96 H 0.297 2.177 3.255
97 H 1.060 0.837 4.107
98 H 2.742 1.962 5.113
99 H 2.423 3.455 5.909
100 H 2.251 3.393 4.099
101 H -1.990 2.768 5.044
102 H -2.988 1.554 4.688
103 C -5.882 3.557 -0.874
104 C -4.938 2.846 -1.853
105 C -3.497 3.208 -1.534
106 O -3.340 4.581 -1.863
107 C -2.613 5.410 -0.961
108 N -5.231 1.414 -1.759
109 H -6.833 3.036 -0.761
110 H -6.034 4.561 -1.272
111 H -5.491 3.618 0.142
112 H -5.125 3.183 -2.873
113 H -2.825 2.624 -2.166
114 H -3.234 3.042 -0.487
115 H -2.808 6.442 -1.253
116 H -1.539 5.228 -1.020
117 H -2.899 5.217 0.074
118 H -4.914 1.076 -0.862
119 H -6.229 1.279 -1.828
120 C 2.507 8.235 -3.547
121 O 3.138 8.219 -2.243
122 C 2.622 9.235 -1.334
123 C 1.137 9.056 -1.009
124 N 0.819 8.111 0.042
125 C 0.911 6.753 -0.404
126 C 0.412 5.729 0.639
127 O 0.326 4.384 0.213
128 C 1.409 3.620 0.692
129 H 1.502 7.840 -3.395
130 H 3.106 7.649 -4.241
131 H 2.299 9.222 -3.965
132 H 2.960 10.244 -1.577
133 H 3.218 9.129 -0.426
134 H 0.530 8.938 -1.909
135 H 0.800 10.042 -0.683
136 H -0.035 8.320 0.539
137 H 1.932 6.424 -0.613
138 H 0.413 6.614 -1.368
139 H -0.538 6.142 0.987
140 H 1.039 5.839 1.526
141 H 1.422 2.700 0.107
142 H 1.299 3.304 1.733
143 H 2.392 4.093 0.669
144 C 6.429 -10.028 -2.190
145 O 5.934 -9.582 -0.943
146 C 6.986 -8.972 -0.187
147 C 6.291 -8.381 1.050
148 N 5.407 -7.277 0.782
149 C 4.731 -6.818 1.979
150 C 3.720 -5.717 1.601
151 O 2.634 -6.289 0.845
152 C 1.584 -5.416 0.560
153 H 7.181 -10.818 -2.147
154 H 6.732 -9.252 -2.894
155 H 5.628 -10.554 -2.714
156 H 7.437 -8.141 -0.734
157 H 7.764 -9.692 0.068
158 H 7.049 -8.228 1.820
159 H 5.665 -9.184 1.453
160 H 4.734 -7.645 0.122
161 H 5.551 -6.481 2.615
162 H 4.233 -7.671 2.448
163 H 4.252 -4.931 1.064
164 H 3.336 -5.297 2.532
165 H 1.461 -5.405 -0.524
166 H 1.734 -4.374 0.851
167 H 0.643 -5.635 1.067
168 C 4.331 3.909 -7.336
169 O 3.159 3.324 -7.919
170 C 3.405 2.040 -8.521
171 C 2.130 1.181 -8.409
172 N 1.742 0.582 -7.102
173 C 2.767 -0.291 -6.506
174 C 2.474 -0.570 -5.030
175 O 2.937 0.543 -4.287
176 C 2.979 0.339 -2.856
177 H 4.174 4.917 -6.954
178 H 5.184 4.035 -8.007
179 H 4.617 3.258 -6.509
180 H 4.290 1.561 -8.104
181 H 3.476 2.230 -9.594
182 H 2.121 0.364 -9.133
183 H 1.254 1.747 -8.729
184 H 1.416 1.273 -6.439
185 H 3.772 0.093 -6.689
186 H 2.752 -1.285 -6.958
187 H 3.009 -1.484 -4.761
188 H 1.421 -0.834 -4.903
189 H 1.951 0.438 -2.505
190 H 3.679 1.081 -2.472
191 H 3.444 -0.616 -2.608
192 C -3.034 -7.309 0.377
193 O -3.893 -6.280 -0.119
194 C -3.343 -5.479 -1.152
195 C -4.029 -4.107 -1.288
196 N -3.839 -3.427 -0.017
197 C -4.477 -2.111 -0.006
198 C -4.186 -1.212 1.212
199 O -4.718 0.071 0.987
200 C -4.819 0.956 2.088
201 H -3.074 -8.043 -0.433
202 H -3.487 -7.887 1.181
203 H -1.979 -7.081 0.531
204 H -3.461 -5.921 -2.144
205 H -2.287 -5.245 -1.009
206 H -5.087 -4.306 -1.479
207 H -3.684 -3.458 -2.093
208 H -4.385 -3.957 0.650
209 H -5.547 -2.290 -0.138
210 H -4.121 -1.636 -0.922
211 H -3.127 -1.100 1.451
212 H -4.724 -1.583 2.089
213 H -4.997 1.978 1.760
214 H -3.894 0.865 2.660
215 H -5.616 0.650 2.771
216 C -2.713 -3.874 3.075
217 O -2.502 -3.922 4.444
218 C -3.506 -4.650 5.149
219 C -2.834 -4.825 6.490
220 N -3.811 -5.276 7.480
221 C -3.286 -5.233 8.851
222 C -4.283 -5.668 9.952
223 O -5.285 -4.683 10.148
224 C -6.133 -5.024 11.194
225 H -2.047 -3.143 2.612
226 H -3.659 -3.418 2.772
227 H -2.496 -4.815 2.567
228 H -3.814 -5.572 4.650
229 H -4.430 -4.067 5.147
230 H -2.537 -3.821 6.801
231 H -1.969 -5.488 6.479
232 H -4.644 -4.704 7.454
233 H -2.913 -4.265 9.191
234 H -2.550 -6.019 9.031
235 H -3.752 -5.746 10.904
236 H -4.764 -6.638 9.814
237 H -6.796 -4.189 11.425
238 H -5.573 -5.232 12.108
239 H -6.788 -5.869 10.970

Output
* HOMO energy: -8.4 eV
* structure (SMILES): COC[C@H](C)N.COC[C@H](C)N.COC[C@H](C)N.COC[C@H](C)N.COC[C@H](C)N.COC[C@H](C)N.COC[C@H](C)N.COCCNCCOC.COCCNCCOC.COCCNCCOC.COCCNCCOC.COCCNCCOC
* LUMO level: 0.0180 hartree
* energy relative to the best compared isomer or geometry (same formula, charge and spin): 45.8 kcal/mol
* F_max: 2.4 eV/A
* frontier orbital gap: 8.8 eV
* net charge: 0